(1)
Formula: C27H71B3F3O17S
Source: the Open Molecules 2025 dataset
Level of theory: ωB97M-V/def2-TZVPD

Element x y z (Å)
1 O -2.3965 -1.7397 -0.9664
2 S -1.6921 -1.0674 -2.0310
3 O -2.2436 0.2221 -2.3696
4 B 0.1392 -0.8363 -1.4665
5 B -0.0303 -0.1226 0.1067
6 O -0.4495 1.1644 0.3272
7 O 0.3014 -0.8387 1.2384
8 O 1.0306 -0.1613 -2.3885
9 C 1.8418 -1.0978 -3.0297
10 C 1.8660 -2.3708 -2.1641
11 O 1.4607 -3.5677 -2.7963
12 B 0.9073 -4.3549 -1.8440
13 O 1.6934 -4.9100 -0.8613
14 O -0.4610 -4.6158 -1.8649
15 O 0.8570 -2.0849 -1.2137
16 C -1.9747 -2.1497 -3.5442
17 F -2.5573 -3.2630 -3.2079
18 F -0.8632 -2.4350 -4.1589
19 F -2.7704 -1.5365 -4.4002
20 H -0.9443 1.4936 -0.4348
21 H -0.3951 -1.5006 1.3565
22 H 2.8265 -0.6983 -3.1796
23 H 1.4882 -1.2556 -4.0474
24 H 2.7747 -2.4812 -1.5985
25 H 1.2062 -4.8943 -0.0294
26 H -0.8475 -4.0535 -1.1770
27 C 2.4143 2.0155 1.6793
28 C 3.4657 1.0296 2.1541
29 C 4.2139 1.5611 3.3701
30 O 4.3894 0.7613 1.0981
31 H 2.8822 2.9594 1.3818
32 H 1.8950 1.6305 0.8083
33 H 1.6783 2.2211 2.4585
34 H 2.9927 0.0793 2.4020
35 H 4.7319 2.4935 3.1240
36 H 4.9712 0.8463 3.6972
37 H 3.5325 1.7525 4.2013
38 H 4.8046 1.5972 0.8539
39 C -3.9700 0.5494 3.2843
40 C -2.8658 -0.3858 3.7545
41 C -2.0996 0.2109 4.9266
42 O -1.9737 -0.6644 2.6811
43 H -3.5456 1.4969 2.9403
44 H -4.5094 0.1129 2.4454
45 H -4.6836 0.7585 4.0841
46 H -3.3002 -1.3428 4.0514
47 H -1.6190 1.1483 4.6331
48 H -1.3087 -0.4680 5.2503
49 H -2.7563 0.4085 5.7746
50 H -1.5673 0.1647 2.3926
51 C -7.9557 1.7943 -0.5274
52 C -6.7843 1.3641 0.3440
53 C -5.8589 0.4152 -0.3995
54 O -7.2731 0.7436 1.5371
55 H -8.5540 0.9265 -0.8192
56 H -8.6132 2.4722 0.0200
57 H -7.6113 2.2967 -1.4324
58 H -6.2256 2.2446 0.6638
59 H -6.3926 -0.4955 -0.6871
60 H -5.0263 0.1107 0.2323
61 H -5.4533 0.8771 -1.3000
62 H -7.7677 -0.0405 1.2735
63 C 3.4559 5.5297 -2.4505
64 C 3.3724 4.7653 -1.1388
65 C 3.6117 5.6768 0.0573
66 O 4.3337 3.7076 -1.1358
67 H 4.4508 5.9688 -2.5791
68 H 3.2882 4.8640 -3.2923
69 H 2.7166 6.3310 -2.4909
70 H 2.3919 4.2971 -1.0508
71 H 4.6114 6.1197 0.0073
72 H 3.5546 5.1122 0.9884
73 H 2.8771 6.4828 0.0942
74 H 5.2074 4.1075 -1.2129
75 C -3.7689 1.7567 10.3442
76 C -4.0057 0.8893 9.1164
77 C -4.3948 -0.5290 9.5065
78 O -2.8364 0.8668 8.3018
79 H -2.9486 1.3541 10.9451
80 H -3.4879 2.7678 10.0485
81 H -4.6614 1.8114 10.9699
82 H -4.7947 1.3291 8.5055
83 H -3.5936 -1.0017 10.0815
84 H -4.5575 -1.1380 8.6171
85 H -5.3052 -0.5399 10.1082
86 H -2.1203 0.4804 8.8187
87 C 6.2310 -3.9538 -2.7856
88 C 5.1916 -3.2728 -3.6633
89 C 5.7702 -2.8956 -5.0196
90 O 4.6876 -2.1122 -3.0091
91 H 7.0738 -3.2818 -2.5970
92 H 5.7998 -4.2129 -1.8185
93 H 6.6114 -4.8637 -3.2539
94 H 4.3383 -3.9378 -3.8016
95 H 6.5988 -2.1907 -4.9008
96 H 5.0135 -2.4060 -5.6334
97 H 6.1373 -3.7746 -5.5530
98 H 5.4201 -1.5006 -2.8695
99 C -4.1053 -6.1606 -0.5868
100 C -3.0723 -7.1187 -0.0089
101 C -2.4975 -6.5877 1.2974
102 O -2.0273 -7.3317 -0.9499
103 H -3.6501 -5.1922 -0.8104
104 H -4.5054 -6.5520 -1.5227
105 H -4.9328 -6.0018 0.1082
106 H -3.5334 -8.0934 0.1654
107 H -1.9931 -5.6321 1.1320
108 H -1.7563 -7.2810 1.6978
109 H -3.2787 -6.4404 2.0458
110 H -1.6119 -6.4738 -1.1106
111 C 4.7221 6.0385 -7.3290
112 C 3.9621 5.0056 -6.5093
113 C 3.1708 4.0612 -7.4011
114 O 3.0858 5.6593 -5.5932
115 H 4.0280 6.6535 -7.9087
116 H 5.2809 6.7093 -6.6753
117 H 5.4204 5.5617 -8.0187
118 H 4.6642 4.4319 -5.9030
119 H 2.4289 4.6155 -7.9830
120 H 2.6304 3.3310 -6.7990
121 H 3.8246 3.5274 -8.0927
122 H 2.4515 6.1740 -6.1052

Forces on atoms 1 to 2 (eV/Å):
O -0.42 -1.18 0.71
S 0.41 0.28 0.07

Calculated values
**Total charge**: -1
**Gap between HOMO and LUMO**: 7.2 eV
**LUMO energy**: 2.2 eV

(2)
Formula: C27H72F4Mn2O13P2
Source: the Open Molecules 2025 dataset
Level of theory: ωB97M-V/def2-TZVPD

Element x y z (Å)
1 Mn 20.8811 14.9294 13.0384
2 Mn 19.4023 10.8191 9.9834
3 O 18.4541 12.5122 10.8505
4 P 17.9715 13.5789 11.7375
5 O 18.9471 14.3075 12.6046
6 F 16.8857 12.9043 12.6711
7 F 17.2105 14.6187 10.8273
8 O 21.6081 13.0545 12.8923
9 P 21.6349 11.5718 12.6016
10 O 20.7433 10.9716 11.5635
11 F 21.3058 10.8770 13.9502
12 F 23.1009 11.2263 12.2446
13 C 21.3226 13.0713 6.7560
14 C 21.4939 12.0520 7.8694
15 C 22.8857 12.1340 8.4432
16 O 20.5555 12.3204 8.9429
17 H 21.9894 12.8112 5.9338
18 H 21.5504 14.0768 7.1188
19 H 20.3303 13.1251 6.3050
20 H 21.3175 11.0395 7.5015
21 H 23.0600 11.3414 9.1773
22 H 23.0972 13.0725 8.9612
23 H 23.6915 11.9780 7.7244
24 H 20.6003 13.2643 9.1305
25 C 18.5448 14.3134 16.6592
26 C 19.4165 15.2497 15.8484
27 C 20.2447 16.1616 16.7517
28 O 20.3351 14.4220 15.0748
29 H 17.8586 14.9509 17.2227
30 H 19.1326 13.7790 17.4080
31 H 17.9702 13.6316 16.0350
32 H 18.7959 15.8562 15.1925
33 H 21.1052 16.5560 16.2128
34 H 20.6659 15.5923 17.5853
35 H 19.6500 16.9407 17.2273
36 H 20.6535 13.7171 15.6514
37 C 15.4055 17.7178 7.5410
38 C 16.3566 16.7422 8.2287
39 C 17.5527 17.3822 8.8598
40 O 15.6056 15.9623 9.1741
41 H 14.4741 17.2685 7.1996
42 H 15.9279 18.1889 6.7087
43 H 15.0617 18.5032 8.2191
44 H 16.6890 15.9859 7.5067
45 H 17.4013 17.9660 9.7727
46 H 17.9682 18.0983 8.1460
47 H 18.3207 16.6571 9.1499
48 H 16.1522 15.6150 9.8850
49 C 21.6082 18.7038 12.4469
50 C 20.8777 18.0794 13.6311
51 C 19.8095 19.0325 14.1680
52 O 20.1585 16.8893 13.2186
53 H 21.8694 19.7256 12.7199
54 H 21.0566 18.6802 11.5090
55 H 22.5512 18.1758 12.2785
56 H 21.5523 17.8480 14.4555
57 H 19.2076 18.5237 14.9242
58 H 19.1741 19.3352 13.3332
59 H 20.2193 19.9199 14.6467
60 H 19.2019 17.1012 13.0889
61 C 14.8705 8.3070 10.1376
62 C 14.4825 9.6427 10.7411
63 C 13.1022 9.6375 11.3850
64 O 15.4056 10.0530 11.7642
65 H 14.7070 7.4385 10.7750
66 H 15.9197 8.3335 9.8320
67 H 14.2782 8.1492 9.2348
68 H 14.4857 10.4099 9.9509
69 H 12.3628 9.3948 10.6176
70 H 12.7759 10.5865 11.8138
71 H 13.0905 8.9562 12.2381
72 H 14.9418 10.7702 12.2363
73 C 17.3243 12.7059 7.1442
74 C 16.8456 11.5850 8.0360
75 C 15.8267 10.6949 7.3700
76 O 18.0214 10.7311 8.3475
77 H 17.8770 12.3339 6.2775
78 H 17.9682 13.4043 7.6806
79 H 16.4666 13.2704 6.7738
80 H 16.4958 12.1053 8.9280
81 H 14.8705 11.1867 7.2014
82 H 15.6324 9.7855 7.9389
83 H 16.2391 10.3787 6.4061
84 H 18.1292 10.2599 7.5096
85 C 18.1370 9.5567 13.6049
86 C 18.5075 8.8974 12.2809
87 C 17.8732 7.5211 12.1892
88 O 18.1043 9.7455 11.1916
89 H 17.0664 9.6220 13.7926
90 H 18.5320 10.5777 13.6018
91 H 18.6104 9.0566 14.4506
92 H 19.5954 8.8357 12.2500
93 H 18.3207 6.8085 12.8807
94 H 17.8649 7.1493 11.1636
95 H 16.8253 7.5581 12.4993
96 H 17.1201 9.8555 11.2588
97 C 15.7626 19.0298 12.4949
98 C 16.4176 17.9829 13.4045
99 C 15.3989 16.9376 13.9130
100 O 17.4814 17.2868 12.7438
101 H 14.8259 19.3852 12.9313
102 H 15.4510 18.5878 11.5464
103 H 16.3764 19.9256 12.4137
104 H 16.8894 18.4654 14.2628
105 H 15.1533 16.2747 13.0801
106 H 14.5065 17.4955 14.1943
107 H 15.8083 16.4245 14.7816
108 H 17.0501 16.7482 12.0746
109 C 12.3370 12.4689 14.4882
110 C 13.7967 12.8392 14.5724
111 C 14.5621 12.1949 15.7080
112 O 14.4494 12.4467 13.3555
113 H 12.2870 11.3766 14.4545
114 H 11.8734 12.8305 13.5721
115 H 11.8157 12.8260 15.3738
116 H 13.9240 13.9296 14.6206
117 H 15.5191 12.6824 15.9182
118 H 14.7043 11.1321 15.5095
119 H 14.0897 12.2813 16.6924
120 H 15.3410 12.8282 13.3431

Forces on atoms 1 to 2 (eV/Å):
Mn -0.92 -0.64 0.70
Mn -0.39 0.80 0.63

Calculated values
**Total charge**: +2
**Gap between HOMO and LUMO (spin up / spin down)**: 8.9 / 8.3 eV
**Spin multiplicity**: 11
**LUMO energy (spin up / spin down)**: -5.2 / -5.8 eV
**Energy relative to the best compared isomer or geometry (same formula, charge and spin)**: 19.4 kcal per mole